A molecular structure, C46H35AlN4O10S2 in a non-equilibrium geometry. Source: the OMol25 dataset; level of theory: ωB97M-V/def2-TZVPD.

Last column: Löwdin charge in e.
Element x y z (Å)
Al1 -1.2470 1.1379 1.6299  -0.12
O1 -0.9703 2.5044 2.9180  0.00
C1 -1.0635 3.9052 2.5132  -0.06
C2 -2.5156 4.3066 2.5321  -0.27
C3 -2.9780 5.3901 1.8072  0.00
C4 -4.3142 5.7329 1.9418  -0.03
C5 -5.1183 4.9852 2.7884  -0.03
C6 -4.5547 3.9205 3.4724  -0.10
N1 -3.2698 3.5799 3.3497  0.11
H1 -1.5440 2.4262 3.7059  0.14
H2 -0.5967 3.9912 1.5351  0.12
H3 -0.4918 4.4850 3.2364  0.15
H4 -2.3174 5.9497 1.1571  0.13
H5 -4.7206 6.5716 1.3924  0.12
H6 -6.1626 5.2269 2.9259  0.12
H7 -5.1479 3.3199 4.1513  0.12
C7 6.5767 1.3713 2.8848  -0.03
C8 5.2750 1.5698 2.1620  -0.25
C9 4.1170 0.9274 2.5947  -0.01
C10 2.9025 1.1267 1.9585  -0.06
C11 2.8620 1.9694 0.8619  -0.37
C12 3.9931 2.6417 0.4124  -0.06
C13 5.1940 2.4274 1.0631  -0.02
S1 1.3640 2.3028 -0.0142  1.21
O2 0.2837 1.5859 0.8135  -0.38
C14 1.5043 1.4120 -1.5366  -0.31
C15 1.1842 2.2185 -2.6535  -0.07
C16 1.2853 1.6964 -3.9074  0.01
C17 1.6760 0.3508 -4.0934  -0.13
C18 1.7780 -0.2038 -5.3941  -0.01
C19 2.1185 -1.5113 -5.5657  -0.04
C20 2.3637 -2.3378 -4.4432  -0.04
C21 2.2861 -1.8347 -3.1795  -0.01
C22 1.9540 -0.4673 -2.9654  -0.10
C23 1.8895 0.0937 -1.6599  -0.15
C24 2.2273 -0.7837 -0.4968  -0.15
C25 3.5950 -1.0552 -0.1904  -0.12
C26 4.6552 -0.4436 -0.9040  0.00
C27 5.9529 -0.7054 -0.5721  -0.04
C28 6.2575 -1.5889 0.4865  -0.04
C29 5.2554 -2.1908 1.1919  -0.01
C30 3.9007 -1.9392 0.8723  -0.15
C31 2.8495 -2.5581 1.6017  0.01
C32 1.5485 -2.3104 1.2973  -0.03
C33 1.2553 -1.4195 0.2382  -0.30
S2 -0.4178 -1.0218 -0.1478  1.20
O3 -1.0235 -0.6256 1.2474  -0.34
C34 -1.2550 -2.5269 -0.4862  -0.37
C35 -1.3958 -2.8468 -1.8311  -0.06
C36 -2.1110 -3.9829 -2.1749  -0.01
C37 -2.7066 -4.7785 -1.1979  -0.24
C38 -3.5101 -5.9934 -1.5682  -0.02
C39 -2.5571 -4.4183 0.1449  -0.01
C40 -1.8375 -3.2980 0.5135  -0.06
H8 6.6465 0.3727 3.3138  0.08
H9 6.6595 2.0888 3.7037  0.10
H10 7.4276 1.5301 2.2240  0.09
H11 4.1678 0.2488 3.4377  0.13
H12 2.0150 0.6043 2.2904  0.12
H13 3.9433 3.3074 -0.4426  0.13
H14 6.0861 2.9308 0.7117  0.13
H15 0.8529 3.2379 -2.5018  0.12
H16 1.0532 2.3036 -4.7728  0.13
H17 1.5791 0.4315 -6.2477  0.13
H18 2.2010 -1.9247 -6.5619  0.12
H19 2.6146 -3.3797 -4.5922  0.12
H20 2.4786 -2.4811 -2.3329  0.12
H21 4.4278 0.2330 -1.7177  0.13
H22 6.7570 -0.2384 -1.1255  0.12
H23 7.2914 -1.7924 0.7325  0.12
H24 5.4835 -2.8729 2.0017  0.12
H25 3.1002 -3.2457 2.4000  0.13
H26 0.7451 -2.7898 1.8408  0.12
H27 -0.9567 -2.2157 -2.5968  0.12
H28 -2.2253 -4.2457 -3.2188  0.13
H29 -3.5025 -6.1652 -2.6420  0.08
H30 -4.5473 -5.8797 -1.2478  0.09
H31 -3.1136 -6.8815 -1.0749  0.10
H32 -3.0155 -5.0319 0.9109  0.13
H33 -1.7397 -3.0176 1.5541  0.12
O4 -6.7218 -2.2965 -1.7800  0.12
N2 -6.6069 -1.9810 -0.6186  -0.35
O5 -7.2530 -2.4101 0.3086  0.12
C41 -5.5525 -1.0008 -0.3008  -0.10
C42 -4.9097 -0.3417 -1.3375  0.13
C43 -3.8819 0.5199 -1.0426  -0.03
C44 -3.4673 0.7873 0.2717  -0.20
O6 -2.5413 1.6633 0.5387  0.06
C45 -4.1396 0.0503 1.2747  -0.03
C46 -5.1888 -0.8189 1.0067  0.12
N3 -3.7176 0.1461 2.6565  -0.20
O7 -2.5441 0.5424 2.9249  0.09
O8 -4.4503 -0.1816 3.5318  0.21
N4 -3.1327 1.0953 -2.1742  -0.32
O9 -1.9546 1.3364 -1.9885  0.09
O10 -3.7603 1.3573 -3.1715  0.14
H34 -5.1948 -0.5241 -2.3648  0.15
H35 -5.6904 -1.3560 1.8002  0.15

Computed properties:
**Lowest unoccupied orbital energy**: -6.544 eV
**Net charge**: +2
**Energy relative to the best compared isomer or geometry (same formula, charge and spin)**: 23.0 kcal/mol
**HOMO level**: -13.27 eV
**Energy**: -102956.928 eV
**Frontier orbital gap**: 6.72 eV